Record 1
Density functional theory data (wB97M-V/def2-TZVPD) for one molecule with the formula C3H5F2IO2S in a non-equilibrium geometry.

net charge: 0
spin multiplicity: 1
HOMO level: -9.8 eV
gap between HOMO and LUMO: 9.6 eV

```
14
Properties=species:S:1:pos:R:3:nbo_charge:R:1
C -0.58214 0.84222 0.13401 -0.271
C 2.14984 -0.71270 -0.70342 -0.719
C 3.26403 -0.76880 0.40762 0.619
O -0.23719 -1.82430 -0.98062 -0.921
O 0.18829 -0.05272 0.86864 -0.701
F 3.47049 -2.12434 0.58494 -0.363
F 2.94055 -0.38018 1.66145 -0.338
S 0.64098 -1.50432 0.13462 1.554
I 5.04044 0.40719 -0.18339 0.065
H 0.09338 1.68178 -0.25212 0.157
H -1.23457 1.38926 0.80597 0.206
H -0.91750 0.49942 -0.76797 0.205
H 2.17013 0.32058 -1.07308 0.252
H 2.61524 -1.33850 -1.45917 0.255
```


Record 2
Density functional theory data (wB97M-V/def2-TZVPD) for an isolated ion of composition C3H5F2N2 and charge +1 in a non-equilibrium geometry.

net charge: +1
spin multiplicity: 1
HOMO level: -16.8 eV
SMILES: F[N+]1(F)C=NCC1
gap between HOMO and LUMO: 11.3 eV

```
12
Properties=species:S:1:pos:R:3:nbo_charge:R:1
F -1.59303 0.16120 -1.08904 -0.123
N -0.91555 0.05501 0.07487 0.469
F -1.97314 0.37190 0.92972 -0.127
C -0.52289 -1.31017 0.10329 0.160
N 0.70256 -1.39924 -0.13119 -0.201
C 1.32066 -0.02891 -0.30400 -0.284
C 0.24099 0.92727 0.20259 -0.291
H -1.16328 -2.13166 0.39463 0.282
H 1.36591 0.29307 -1.31917 0.255
H 2.23201 -0.06469 0.27874 0.275
H 0.26057 1.24771 1.26094 0.292
H 0.04519 1.87850 -0.40138 0.294
```


Record 3
Density functional theory data (wB97M-V/def2-TZVPD) for a 2-piece molecular cluster, C3H5F2NS overall in a non-equilibrium geometry.

net charge: 0
spin multiplicity: 1
HOMO level: -9.3 eV
SMILES: C=C(F)F.C=NS
gap between HOMO and LUMO: 9.9 eV

```
12
Properties=species:S:1:pos:R:3:nbo_charge:R:1
C -0.93075 -0.86148 -0.45007 -0.602
C -1.07814 -2.18082 -0.57223 0.744
F -2.30798 -2.79366 -0.40297 -0.322
F 0.03070 -3.03934 -0.65950 -0.329
H -1.83704 -0.41032 0.00634 0.247
H 0.05475 -0.50460 -0.48888 0.258
C 1.47526 2.31552 -0.04188 -0.068
N 0.77935 1.24226 0.10246 -0.574
S 0.37562 0.93197 1.70362 0.182
H 1.70058 2.54798 -1.20006 0.182
H 1.69425 3.01965 0.69979 0.165
H 0.04339 -0.26715 1.30340 0.119
```


Record 4
Density functional theory data (wB97M-V/def2-TZVPD) for a 2-piece molecular cluster, C3H5F2O2S overall in a non-equilibrium geometry.

net charge: -1
spin multiplicity: 1
HOMO level: -4.4 eV
gap between HOMO and LUMO: 8.0 eV

```
13
Properties=species:S:1:pos:R:3:nbo_charge:R:1
C 0.16937 -0.31705 1.24037 -0.721
C -0.23261 0.46963 -1.24485 -0.092
C -0.55170 0.39228 0.19874 0.229
O -2.23174 -1.25077 -0.14197 -1.038
O -2.97220 0.85900 -1.01512 -1.023
F 0.96829 0.09961 -1.74595 -0.376
F -0.14239 2.28739 1.14557 -0.690
S -2.40904 0.17334 0.16210 1.523
H 1.29069 -0.16201 1.45290 0.232
H 0.00878 -1.42829 1.17322 0.262
H -0.24008 -0.19885 2.17856 0.238
H -0.38973 1.47804 -1.64871 0.220
H -0.83478 -0.28112 -1.73315 0.237
```


Please write out number 2 again, unchanged.
Density functional theory data (wB97M-V/def2-TZVPD) for an isolated ion of composition C3H5F2N2 and charge +1 in a non-equilibrium geometry.

net charge: +1
spin multiplicity: 1
HOMO level: -16.8 eV
SMILES: F[N+]1(F)C=NCC1
gap between HOMO and LUMO: 11.3 eV

```
12
Properties=species:S:1:pos:R:3:nbo_charge:R:1
F -1.59303 0.16120 -1.08904 -0.123
N -0.91555 0.05501 0.07487 0.469
F -1.97314 0.37190 0.92972 -0.127
C -0.52289 -1.31017 0.10329 0.160
N 0.70256 -1.39924 -0.13119 -0.201
C 1.32066 -0.02891 -0.30400 -0.284
C 0.24099 0.92727 0.20259 -0.291
H -1.16328 -2.13166 0.39463 0.282
H 1.36591 0.29307 -1.31917 0.255
H 2.23201 -0.06469 0.27874 0.275
H 0.26057 1.24771 1.26094 0.292
H 0.04519 1.87850 -0.40138 0.294
```


> Which of these has the highest gap between HOMO and LUMO?

C3H5F2N2


> Among the records above, which one has the highest HOMO level?

C3H5F2O2S


> Look up the gap between HOMO and LUMO of the second one.

11.3 eV